Below is C2H2F2O2 as an isolated structure in a non-equilibrium geometry, with properties calculated with ωB97M-V/def2-TZVPD.

Calculated values
- energy relative to the best compared isomer or geometry (same formula, charge and spin) (eV) = 5.354
- spin multiplicity = 1
- E_HOMO (eV) = -10.29
- LUMO level (eV) = -1.742
- frontier orbital gap (eV) = 8.543

Geometry as XYZ:
```
8
C2H2F2O2, DFT ωB97M-V/def2-TZVPD
C -0.499 -0.327 1.045
C -0.911 0.795 0.063
O -2.031 1.060 -0.378
O 1.870 -0.898 -0.571
F -1.310 -1.325 0.759
F -0.001 1.749 0.439
H 1.995 -1.549 -1.656
H 2.783 -1.074 -0.360
```